Molecular formula: C9H21ClN3
Method: DFT, the ωB97M-V functional and the def2-TZVPD basis

The largest force on an atom comes out at 0.12123 Eh/bohr. Its HOMO energy is -12.028 eV. As for the charge: +1. As for the relative energy (zero: lowest compared OMol25 entry of this formula, charge and spin): 28.75 kcal/mol. The calculation puts the gap between HOMO and LUMO at 0.3485 Eh.

Atoms and positions in Å:
C -3.056 -1.298 -0.311
C -1.797 -1.371 -0.033
C 1.001 1.854 2.682
C 1.861 -0.392 1.899
C -1.520 1.724 0.412
C 0.088 -2.030 -2.298
C 1.267 0.139 -2.408
C -0.717 -0.004 -1.045
C 0.727 0.607 1.858
N 0.805 0.887 0.411
N -0.372 1.029 -0.255
N 0.418 -0.782 -1.591
Cl -1.006 -2.392 1.045
H -3.789 -2.121 0.065
H -3.423 -0.556 -0.849
H 0.840 1.573 3.624
H 2.089 2.125 2.510
H 0.400 2.670 2.352
H 2.335 -0.513 2.830
H 2.739 -0.212 1.246
H 1.605 -1.423 1.610
H -1.122 2.545 1.107
H -2.156 2.109 -0.428
H -2.165 0.932 0.899
H 0.869 -2.721 -2.151
H -0.805 -2.470 -1.910
H -0.305 -2.015 -3.282
H 0.837 1.131 -2.283
H 2.274 0.030 -2.040
H 1.206 -0.143 -3.425
H -1.345 0.264 -1.793
H -0.249 0.137 2.004
H 1.424 1.667 0.214
H 1.040 -0.982 -0.667

=====

Molecular formula: C16H35BF9NO15PS4
Method: DFT, the ωB97M-V functional and the def2-TZVPD basis

The largest force on an atom comes out at 0.01460 Eh/bohr. Its HOMO energy is -12.172 eV. As for the charge: +1. The calculation puts the gap between HOMO and LUMO at 0.3046 Eh.

Atoms and positions in Å:
C 1.323 4.752 2.319
C 1.646 3.799 1.162
N 0.434 3.634 0.283
P 0.388 2.393 -0.781
C -0.954 2.617 -1.984
O -0.298 3.389 -2.975
O -0.588 2.844 -4.259
B 1.997 2.177 -1.930
O 2.993 3.040 -1.751
O 1.817 1.223 -2.885
S 0.279 0.377 0.082
O -0.296 -0.459 -0.926
O 1.615 0.165 0.564
C -0.777 0.405 1.640
F -0.238 1.392 2.361
F -0.585 -0.751 2.238
C -2.287 0.727 1.428
F -2.679 1.447 2.472
F -2.353 1.519 0.329
C -3.314 -0.441 1.321
F -4.503 0.158 1.170
F -3.285 -1.098 2.480
C -3.170 -1.456 0.156
F -2.114 -2.242 0.365
F -3.020 -0.802 -1.000
F -4.269 -2.204 0.092
H 0.247 4.889 2.451
H 1.775 5.730 2.151
H 1.764 4.366 3.237
H 1.968 2.830 1.553
H 2.436 4.204 0.532
H -0.407 3.670 0.858
H -1.821 3.120 -1.546
H -1.272 1.637 -2.357
H 0.087 2.145 -4.350
H 3.828 2.789 -2.176
H 2.103 0.313 -2.718
O -5.386 -7.552 -2.051
S -6.566 -7.418 -1.250
O -7.757 -6.901 -1.847
O -6.198 -6.565 0.042
C -5.567 -5.283 -0.181
C -6.520 -4.224 -0.690
C -6.928 -8.929 -0.431
H -4.722 -5.428 -0.857
H -5.170 -5.014 0.796
H -6.900 -4.472 -1.680
H -5.998 -3.272 -0.755
H -7.374 -4.121 -0.021
H -6.023 -9.303 0.038
H -7.277 -9.615 -1.200
H -7.711 -8.747 0.300
O 3.549 -4.305 -4.874
S 2.237 -3.783 -5.104
O 2.065 -2.361 -5.184
O 1.254 -4.366 -3.998
C 1.671 -4.235 -2.619
C 1.631 -2.798 -2.146
C 1.498 -4.544 -6.501
H 2.665 -4.667 -2.505
H 0.969 -4.858 -2.068
H 2.366 -2.203 -2.689
H 1.864 -2.754 -1.081
H 0.646 -2.365 -2.312
H 1.615 -5.620 -6.416
H 2.030 -4.165 -7.372
H 0.451 -4.258 -6.541
O 4.016 4.748 4.059
S 4.592 5.422 5.193
O 3.870 6.518 5.760
O 6.065 5.856 4.831
C 6.275 6.658 3.637
C 5.828 8.093 3.799
C 4.995 4.264 6.449
H 5.781 6.165 2.799
H 7.349 6.597 3.478
H 4.750 8.169 3.929
H 6.111 8.653 2.908
H 6.305 8.549 4.666
H 5.552 3.442 6.009
H 4.051 3.918 6.863
H 5.577 4.775 7.211

=====

Molecular formula: C25H23ClN6O
Method: DFT, the ωB97M-V functional and the def2-TZVPD basis

The largest force on an atom comes out at 0.01758 Eh/bohr. Its HOMO energy is -7.841 eV. As for the charge: 0. As for the relative energy (zero: lowest compared OMol25 entry of this formula, charge and spin): 1.02 kcal/mol. The calculation puts the gap between HOMO and LUMO at 0.2956 Eh. The structure (SMILES) is CN(C(=O)c1cnc(N2CCN(c3ncccn3)CC2)c2ccccc12)c1ccc(Cl)cc1.

Atoms and positions in Å:
C 2.959 3.732 -1.663
N 2.107 2.782 -0.973
C 0.778 3.103 -0.845
O 0.367 4.214 -1.126
C -0.149 1.999 -0.495
C -0.149 0.850 -1.251
N -1.063 -0.111 -1.147
C -2.057 0.011 -0.292
N -2.995 -1.000 -0.257
C -3.057 -1.909 -1.392
C -2.554 -3.319 -1.023
N -1.631 -3.218 0.077
C -0.306 -3.084 -0.146
N 0.137 -3.297 -1.391
C 1.437 -3.209 -1.582
C 2.331 -2.933 -0.557
C 1.768 -2.755 0.698
N 0.470 -2.817 0.914
C -2.226 -2.744 1.303
C -3.296 -1.669 0.991
C -2.240 1.200 0.491
C -3.401 1.479 1.237
C -3.513 2.639 1.956
C -2.469 3.572 1.960
C -1.359 3.365 1.187
C -1.235 2.199 0.406
C 2.720 1.686 -0.356
C 2.322 1.256 0.910
C 3.008 0.249 1.559
C 4.109 -0.334 0.951
Cl 5.006 -1.558 1.782
C 4.507 0.066 -0.313
C 3.816 1.071 -0.960
H 2.435 4.687 -1.684
H 3.906 3.842 -1.136
H 3.147 3.417 -2.692
H 0.614 0.667 -1.998
H -2.440 -1.488 -2.184
H -4.100 -1.957 -1.726
H -3.383 -3.960 -0.707
H -2.039 -3.776 -1.866
H 1.771 -3.375 -2.599
H 3.393 -2.871 -0.720
H 2.373 -2.567 1.575
H -2.687 -3.583 1.839
H -1.423 -2.332 1.916
H -3.325 -0.960 1.815
H -4.284 -2.130 0.887
H -4.232 0.793 1.202
H -4.414 2.844 2.515
H -2.559 4.471 2.551
H -0.580 4.109 1.140
H 1.489 1.732 1.403
H 2.704 -0.063 2.545
H 5.360 -0.398 -0.785
H 4.135 1.381 -1.942

=====

Molecular formula: C19H15CrNOS4
Method: DFT, the ωB97M-V functional and the def2-TZVPD basis

The largest force on an atom comes out at 0.22600 Eh/bohr. Its HOMO energy (spin up / spin down) is -3.323 / -3.333 eV. As for the charge: -1. As for the relative energy (zero: lowest compared OMol25 entry of this formula, charge and spin): 365.37 kcal/mol. The spin multiplicity is 2. The calculation puts the gap between HOMO and LUMO (spin up / spin down) at 0.2183 / 0.2185 Eh.

Atoms and positions in Å:
Cr -1.239 -0.488 -0.065
S 0.756 -0.034 1.144
C 2.044 -0.506 -0.057
C 3.385 -0.281 0.245
C 4.412 -0.533 -0.651
C 4.123 -0.973 -1.931
C 2.805 -1.249 -2.245
C 1.741 -1.101 -1.352
S -0.027 -1.122 -2.143
C 0.249 0.095 -3.336
C -0.729 1.097 -2.692
C -0.972 2.398 -3.318
C -1.843 3.308 -2.771
C -2.560 2.997 -1.529
C -2.315 1.841 -0.865
C -3.243 1.636 0.512
S -2.418 0.296 1.658
C -1.502 -1.043 2.771
C -1.304 -0.695 4.126
C -0.446 -1.340 5.004
C 0.169 -2.481 4.553
C 0.023 -2.924 3.244
C -0.736 -2.243 2.315
S -0.273 -2.515 0.415
N -1.264 0.798 -1.585
H 3.640 0.077 1.233
H 5.443 -0.368 -0.356
H 4.919 -1.138 -2.646
H 2.571 -1.593 -3.251
H -0.182 -0.223 -4.270
H 1.210 0.592 -3.303
H -0.437 2.688 -4.214
H -2.005 4.271 -3.247
H -3.249 3.774 -1.197
H -4.273 1.334 0.313
H -3.301 2.512 1.173
H -1.777 0.250 4.391
H -0.271 -0.909 5.980
H 0.858 -2.995 5.216
H 0.592 -3.775 2.908
O -2.572 0.565 -0.176

=====

Molecular formula: C44H78Cl6F12N2O20PS2
Method: DFT, the ωB97M-V functional and the def2-TZVPD basis

The largest force on an atom comes out at 0.12906 Eh/bohr. Its HOMO energy is -5.726 eV. As for the charge: -1. The calculation puts the gap between HOMO and LUMO at 0.1898 Eh.

Atoms and positions in Å:
C 0.674 -3.658 -0.511
C -0.036 -2.260 -0.682
C -0.067 -1.383 0.584
N -0.867 -0.039 0.412
C 0.126 0.965 -0.254
C -2.150 -0.146 -0.436
C -3.143 0.932 0.088
C -2.727 1.266 1.481
C -1.327 0.602 1.751
H 1.754 -3.662 -0.366
H 0.511 -4.389 -1.304
H 0.411 -4.128 0.436
H -1.057 -2.512 -0.971
H 0.528 -1.851 -1.520
H 0.933 -1.095 0.908
H -0.624 -1.954 1.327
H 1.034 0.882 0.342
H -0.311 1.953 -0.397
H 0.269 0.550 -1.252
H -1.922 -0.112 -1.502
H -2.489 -1.137 -0.134
H -3.048 1.770 -0.603
H -4.180 0.606 0.008
H -2.585 2.318 1.726
H -3.499 1.088 2.230
H -0.554 1.262 2.143
H -1.585 -0.173 2.473
P 2.462 0.194 6.253
F 3.859 -0.535 6.535
F 1.556 -0.982 6.797
F 2.618 0.893 7.674
F 1.189 1.184 5.956
F 3.400 1.365 5.601
F 2.369 -0.540 4.784
C 0.600 7.976 4.900
F 0.813 7.763 6.219
F -0.609 8.501 4.737
F 1.531 8.799 4.425
S 0.864 6.313 4.026
O 0.119 5.291 4.817
O 0.368 6.559 2.655
N 2.598 6.123 4.330
S 3.008 6.075 2.881
O 2.377 5.016 2.043
O 3.064 7.431 2.279
C 4.864 5.605 3.016
F 5.501 5.907 1.920
F 5.410 6.222 4.081
F 5.018 4.332 3.254
Cl -1.270 -8.192 -3.678
C -0.831 -9.268 -2.358
C 0.277 -10.169 -2.775
Cl 1.696 -9.254 -3.324
H -1.784 -9.780 -2.222
H -0.572 -8.684 -1.475
H -0.008 -10.683 -3.693
H 0.605 -10.769 -1.927
Cl -0.910 -0.054 -5.486
C -1.670 -1.248 -6.626
C -2.281 -2.431 -5.874
Cl -3.702 -2.011 -4.823
H -1.007 -1.626 -7.404
H -2.388 -0.779 -7.299
H -1.600 -2.978 -5.221
H -2.701 -3.156 -6.571
Cl -4.483 -2.694 4.782
C -6.220 -3.170 4.893
C -7.117 -1.939 4.799
Cl -7.296 -1.339 3.111
H -6.231 -3.695 5.849
H -6.376 -3.863 4.066
H -6.910 -1.052 5.398
H -8.037 -2.464 5.056
C 3.897 -1.419 -7.386
O 3.013 -2.506 -7.128
C 2.958 -3.156 -5.872
C 4.226 -3.822 -5.473
O 4.009 -4.284 -4.208
C 5.085 -5.227 -3.672
H 4.886 -1.423 -6.929
H 3.435 -0.533 -6.951
H 4.055 -1.159 -8.433
H 2.173 -3.911 -5.814
H 2.624 -2.424 -5.137
H 5.126 -3.209 -5.503
H 4.431 -4.662 -6.137
H 4.980 -5.543 -2.635
H 6.093 -4.824 -3.769
H 5.003 -6.021 -4.415
C 0.127 -11.007 8.953
O -0.456 -10.103 8.016
C -0.785 -10.537 6.756
C -1.368 -9.438 5.848
O -0.454 -8.311 5.682
C -1.185 -7.236 5.055
H 0.676 -11.758 8.386
H -0.660 -11.340 9.631
H 0.880 -10.396 9.452
H -1.599 -11.254 6.864
H -0.005 -11.128 6.277
H -2.353 -9.096 6.164
H -1.376 -9.846 4.838
H -1.704 -7.653 4.191
H -0.599 -6.445 4.587
H -1.865 -6.645 5.668
C 5.212 6.202 -3.564
O 4.372 5.037 -3.633
C 3.085 5.241 -4.200
C 2.879 4.603 -5.589
O 3.989 5.052 -6.399
C 4.197 4.309 -7.617
H 6.285 6.009 -3.593
H 5.147 6.779 -2.641
H 4.966 6.840 -4.412
H 2.795 6.278 -4.365
H 2.335 4.741 -3.586
H 1.937 4.963 -6.004
H 2.817 3.520 -5.477
H 5.020 4.841 -8.096
H 3.288 4.200 -8.208
H 4.449 3.262 -7.451
C -4.125 4.142 -4.933
O -4.421 4.806 -3.689
C -3.934 6.155 -3.672
C -3.846 6.700 -2.245
O -5.130 6.805 -1.542
C -5.905 7.957 -1.747
H -4.436 3.108 -4.786
H -3.091 4.285 -5.247
H -4.783 4.491 -5.728
H -4.572 6.769 -4.309
H -2.996 6.241 -4.221
H -3.285 7.627 -2.124
H -3.304 5.892 -1.754
H -6.843 7.486 -1.454
H -5.909 8.164 -2.817
H -5.627 8.842 -1.175
C -6.560 5.143 5.021
C -7.452 4.394 5.734
C -8.300 3.312 5.170
O -8.901 2.475 5.801
C -8.226 3.341 3.751
C -7.368 4.076 3.010
C -6.357 5.030 3.647
O -5.318 5.534 3.139
O -7.330 4.048 1.631
O -7.482 4.470 7.107
H -5.972 5.878 5.550
H -8.938 2.602 3.415
H -6.773 4.771 1.333
H -7.895 3.696 7.496
C 6.256 -1.474 -1.118
C 7.430 -1.909 -0.601
C 8.680 -1.061 -0.684
O 9.794 -1.353 -0.236
C 8.439 0.287 -1.248
C 7.292 0.733 -1.610
C 6.027 -0.103 -1.530
O 4.952 0.323 -1.893
O 7.088 2.067 -1.810
O 7.602 -3.119 -0.020
H 5.420 -2.144 -1.256
H 9.257 0.992 -1.270
H 6.180 2.282 -2.035
H 8.389 -3.210 0.522

=====

Molecular formula: C18H21N3O3S
Method: DFT, the ωB97M-V functional and the def2-TZVPD basis

The largest force on an atom comes out at 0.01363 Eh/bohr. Its HOMO energy is -7.147 eV. As for the charge: 0. As for the relative energy (zero: lowest compared OMol25 entry of this formula, charge and spin): 57.23 kcal/mol. The calculation puts the gap between HOMO and LUMO at 0.2709 Eh. The structure (SMILES) is COc1ccc(N2CCN(C(=O)CNC(=O)c3cccs3)CC2)cc1.

Atoms and positions in Å:
C 2.671 6.972 1.007
O 3.308 5.795 1.431
C 2.625 4.613 1.317
C 1.350 4.470 0.787
C 0.757 3.223 0.723
C 1.408 2.069 1.167
N 0.745 0.845 1.142
C 1.331 -0.326 1.759
C 2.277 -1.055 0.796
N 1.536 -1.427 -0.395
C 1.350 -2.737 -0.661
O 1.920 -3.616 -0.046
C 0.512 -3.098 -1.897
N -0.878 -2.700 -1.813
C -1.552 -2.598 -0.640
O -1.014 -2.639 0.450
C -2.997 -2.350 -0.770
C -3.860 -2.163 0.275
C -5.188 -1.940 -0.137
C -5.324 -1.959 -1.489
S -3.835 -2.250 -2.289
C 0.907 -0.296 -1.032
C 0.001 0.454 -0.033
C 2.690 2.232 1.704
C 3.281 3.475 1.779
H 2.438 6.943 -0.063
H 1.751 7.159 1.573
H 3.379 7.777 1.198
H 0.795 5.323 0.428
H -0.249 3.160 0.336
H 1.840 -0.050 2.681
H 0.511 -1.010 2.003
H 2.665 -1.969 1.246
H 3.107 -0.403 0.503
H 0.592 -4.188 -1.997
H 0.958 -2.632 -2.781
H -1.412 -2.776 -2.666
H -3.533 -2.190 1.298
H -6.005 -1.774 0.540
H -6.212 -1.820 -2.074
H 0.324 -0.605 -1.896
H 1.699 0.391 -1.364
H -0.430 1.322 -0.528
H -0.807 -0.210 0.287
H 3.247 1.385 2.070
H 4.270 3.586 2.195